No. 1
The following is a quantum chemistry calculation of a molecular structure, C9H20B3O14PS2 at a distorted geometry, from the OMol25 dataset.

LUMO energy ... 0.004 Eh

ORCA input file:
```
! wB97M-V def2-TZVPD RIJCOSX def2/J DEFGRID3
* xyz 0 1
C 0.33 2.02 -0.91
P -0.28 2.76 0.67
O -1.17 4.09 0.24
B -1.54 1.45 1.23
O -1.03 0.22 1.62
B -1.63 -0.73 0.82
O -3.02 -0.75 0.83
B -3.50 0.52 0.58
C -4.65 0.77 -0.47
C -5.25 2.16 -0.29
C -6.57 2.36 -1.06
C -6.81 3.83 -1.25
O -6.79 4.40 -2.32
O -7.07 4.51 -0.09
O -2.92 1.61 1.23
H -0.48 1.91 -1.62
H 0.63 1.02 -0.65
H 1.15 2.58 -1.31
H -0.58 4.74 -0.15
H -1.01 -1.42 0.08
H -4.26 0.68 -1.48
H -5.39 0.00 -0.30
H -5.45 2.33 0.76
H -4.53 2.90 -0.64
H -7.37 2.01 -0.42
H -6.59 1.85 -2.01
H -6.47 4.25 0.60
C 3.51 -1.69 3.60
C 3.71 -0.21 3.89
O 4.02 0.36 2.61
S 3.22 -0.42 1.47
O 2.04 0.29 1.15
O 4.14 -0.80 0.47
O 2.82 -1.70 2.34
H 4.46 -2.21 3.48
H 2.90 -2.19 4.35
H 4.53 -0.03 4.58
H 2.80 0.25 4.27
C 5.08 -3.00 -1.79
C 4.07 -3.39 -2.84
O 4.67 -4.52 -3.50
S 5.53 -5.36 -2.44
O 4.76 -6.45 -1.96
O 6.83 -5.55 -2.98
O 5.59 -4.25 -1.29
H 5.91 -2.43 -2.22
H 4.64 -2.43 -0.98
H 3.89 -2.60 -3.56
H 3.13 -3.71 -2.40
*
```


No. 2
The following is a quantum chemistry calculation of 2 unconnected molecules or ions with the total composition C5H11NO at a distorted geometry, from the OMol25 dataset.

LUMO energy ... 0.002 Eh

ORCA input file:
```
! wB97M-V def2-TZVPD RIJCOSX def2/J DEFGRID3
* xyz 0 1
C 1.55 -0.98 -0.62
C -1.13 1.30 0.56
C -1.42 -0.81 -0.81
C 0.89 0.20 -0.44
C -0.48 0.12 -0.10
N 1.60 1.40 -0.20
O 0.32 -1.32 1.31
H 0.02 -1.88 2.05
H 2.60 1.25 -0.13
H 1.29 1.91 0.61
H 1.06 -1.88 -0.95
H 2.63 -1.04 -0.51
H -0.61 1.56 1.48
H -2.17 1.10 0.80
H -1.09 2.18 -0.10
H -0.92 -1.66 -1.27
H -1.95 -0.25 -1.59
H -2.17 -1.19 -0.11
*
```


No. 3
The following is a quantum chemistry calculation of a molecular structure, C23H41BrF8O3PSSi2W, from the OMol25 dataset.

LUMO energy (spin up / spin down) ... -0.308 / -0.326 Eh

ORCA input file:
```
! wB97M-V def2-TZVPD RIJCOSX def2/J DEFGRID3
* xyz 2 2
W -0.06 0.51 -0.33
O -0.47 -2.50 2.05
C -1.09 -1.55 1.68
O -0.88 -0.99 0.46
C -2.18 -0.86 2.42
C -3.08 -1.64 3.10
C -4.15 -1.06 3.79
C -4.30 0.32 3.82
C -3.38 1.13 3.19
C -2.31 0.56 2.45
S -1.21 1.67 1.78
H -2.96 -2.72 3.10
H -4.87 -1.69 4.30
H -5.13 0.77 4.35
H -3.46 2.20 3.23
C 0.08 -5.42 3.52
C 0.97 -5.63 2.28
C 1.66 -7.01 2.40
C 0.06 -5.61 1.04
Si 2.41 -4.43 2.16
Br 1.78 -0.13 1.21
C 3.56 -4.52 0.68
C 2.95 -5.22 -0.54
C 4.76 -5.35 1.19
C 4.05 -3.14 0.21
C 2.99 -3.53 3.71
C 3.47 -4.67 4.63
C 4.16 -2.56 3.48
C 1.87 -2.73 4.40
H -0.67 -6.22 3.52
H -0.45 -4.47 3.48
H 0.62 -5.49 4.46
H 0.88 -7.77 2.46
H 2.27 -7.10 3.31
H 2.28 -7.25 1.54
H -0.75 -6.32 1.22
H 0.57 -5.94 0.14
H -0.38 -4.63 0.87
H 2.64 -6.25 -0.33
H 3.72 -5.28 -1.31
H 2.10 -4.68 -0.95
H 4.47 -6.36 1.51
H 5.29 -4.87 2.01
H 5.46 -5.46 0.36
H 3.23 -2.49 -0.08
H 4.68 -3.29 -0.67
H 4.66 -2.62 0.95
H 4.30 -5.24 4.20
H 2.68 -5.37 4.90
H 3.84 -4.22 5.56
H 5.04 -3.05 3.07
H 4.45 -2.14 4.45
H 3.89 -1.73 2.84
H 1.04 -3.36 4.73
H 1.47 -1.95 3.76
H 2.29 -2.26 5.29
F -1.93 0.78 -0.96
P -2.08 2.28 -2.38
F -0.58 1.59 -2.66
F -3.46 2.60 -1.76
F -1.94 3.40 -3.42
F -1.37 3.08 -1.19
F -2.68 1.16 -3.27
F 1.29 -1.99 -1.33
C 0.80 -0.84 -1.81
F -0.53 -1.05 -2.17
H 1.37 -0.55 -2.69
C 1.39 4.32 -2.15
Si 2.22 3.12 -1.03
C 3.41 2.00 -1.88
C 2.78 3.82 0.58
O 0.93 1.94 -0.58
H 2.10 5.13 -2.37
H 0.50 4.78 -1.70
H 1.10 3.86 -3.10
H 4.27 2.57 -2.25
H 2.95 1.53 -2.75
H 3.79 1.23 -1.21
H 3.27 4.78 0.41
H 3.49 3.16 1.08
H 1.94 4.00 1.26
*
```


No. 4
The following is a quantum chemistry calculation of 2 unconnected molecules or ions with the total composition C4H13NO2 at a distorted geometry, from the OMol25 dataset.

LUMO energy ... 0.025 Eh
Structure (SMILES) ... CC(C)NCO.O

ORCA input file:
```
! wB97M-V def2-TZVPD RIJCOSX def2/J DEFGRID3
* xyz 0 1
C 0.22 -0.13 1.51
C 1.00 -0.06 0.12
C 1.84 1.26 -0.02
N -0.11 -0.15 -0.95
C -0.65 1.08 -1.24
O -2.05 0.92 -1.79
H -0.55 0.71 1.57
H -0.31 -1.07 1.73
H 0.91 0.06 2.41
H 1.74 -0.96 0.00
H 2.42 1.30 -1.02
H 1.14 2.14 0.12
H 2.73 1.47 0.70
H -0.15 -0.80 -1.68
H -0.73 1.75 -0.31
H -0.31 1.74 -2.01
H -2.40 0.38 -1.12
O -1.61 -2.85 0.64
H -1.31 -3.33 -0.08
H -1.83 -3.45 1.42
*
```


No. 5
The following is a quantum chemistry calculation of 2 unconnected molecules or ions with the total composition C2H4I2O2 at a distorted geometry, from the OMol25 dataset.

LUMO energy (spin up / spin down) ... -0.019 / -0.096 Eh

ORCA input file:
```
! wB97M-V def2-TZVPD RIJCOSX def2/J DEFGRID3
* xyz 0 3
C 0.02 -0.69 1.28
C 0.45 0.46 -0.74
O -0.98 -0.05 1.78
O 0.42 -0.50 -1.58
I -1.18 1.88 -0.49
I 0.95 -0.26 -3.67
H 0.97 -0.26 1.61
H -0.18 -1.70 1.12
H 1.37 1.02 -0.48
H -1.83 0.12 1.18
*
```


No. 6
The following is a quantum chemistry calculation of a gas-phase ion, C8H11N4O2 (charge +1) at a distorted geometry, from the OMol25 dataset.

LUMO energy (spin up / spin down) ... -0.170 / -0.170 Eh
Structure (SMILES) ... C[N@@H+]1[C@@H]2CC[C@H]1[C@H](N=O)c1nonc12

ORCA input file:
```
! wB97M-V def2-TZVPD RIJCOSX def2/J DEFGRID3
* xyz 1 1
C -2.03 0.62 -1.28
N -0.66 0.47 -0.68
C -0.11 -1.01 -0.71
C -0.88 -1.67 0.43
C -1.05 -0.55 1.41
C -0.54 0.75 0.72
C 1.21 1.20 0.79
N 1.27 2.29 -0.25
O 2.23 2.98 -0.44
C 1.96 0.13 0.29
N 3.16 -0.21 0.53
O 3.40 -1.36 -0.13
N 2.26 -1.83 -0.69
C 1.34 -0.97 -0.39
H -2.41 -0.25 -1.82
H -2.65 0.98 -0.50
H -1.95 1.32 -1.99
H 0.01 1.02 -1.28
H -0.31 -1.36 -1.80
H -0.31 -2.63 0.78
H -1.84 -2.17 0.21
H -2.02 -0.35 1.61
H -0.46 -0.69 2.29
H -1.08 1.62 1.09
H 1.48 1.67 1.79
*
```


ΔE to the lowest compared entry with this formula, charge and spin / kcal per mole: 0.0 95.5 23.3 49.5 0.0 172.7